The following is a quantum chemistry calculation of 12 unconnected molecules or ions with the total composition C27H36Cl22INO3S, from OMol25.

gap between HOMO and LUMO = 0.2975 Ha
net charge = 0

Last column: Löwdin charge in e.
CARTESIAN COORDINATES (ANGSTROEM)
Cl1 -7.6892 -5.3397 -1.7531  0.507
C1 -6.1707 -4.4619 -1.5328  -1.054
O1 3.2731 -1.9150 -2.1312  0.084
C2 2.0312 1.2710 1.2009  -0.085
H1 1.2732 0.8006 5.4968  0.033
C3 2.9709 -0.5484 -0.1466  -0.075
C4 1.4259 5.2963 8.8037  -1.037
I1 5.2796 0.7377 -2.5189  0.938
Cl2 5.1232 0.9964 -6.1838  0.475
H2 7.8773 1.1129 -6.5572  -0.023
C5 4.3883 0.7303 1.2794  -0.015
C6 1.2436 -3.8431 -1.0984  -0.145
C7 0.3051 -1.5799 -0.4669  -0.124
C8 3.4558 1.5472 -5.9868  -1.023
H3 3.8637 -5.6134 -0.2841  0.094
S1 -2.9111 -1.9958 -2.1664  0.793
Cl3 3.3701 3.0225 -5.0181  0.489
H4 -4.2730 0.8722 2.7854  -0.020
C9 -5.2560 -0.1054 -0.1910  -1.019
H5 -2.3081 -3.0152 6.0864  0.024
C10 5.9913 -1.0204 -1.4977  -0.735
H6 7.7841 -2.0752 -1.0727  0.085
C11 3.4246 -4.7384 -0.7759  -0.088
H7 -9.9734 -1.1689 2.3297  0.027
C12 -1.7887 -2.0943 -1.0827  -0.727
H8 0.5243 2.3952 5.7372  0.003
H9 2.8901 0.7671 -5.4886  0.024
Cl4 -4.7211 7.1982 -6.6246  0.499
H10 3.0356 1.7459 -6.9662  0.026
H11 5.6708 -1.9257 -2.0205  0.067
H12 -4.8382 2.3494 -3.1439  0.029
H13 1.8134 4.6724 9.6011  0.026
C13 7.5389 -1.0873 -1.4958  -0.166
H14 5.2646 -2.1780 0.2698  0.115
Cl5 -5.6758 1.4951 0.4333  0.539
Cl6 -3.3079 -2.3573 8.1135  0.497
H15 7.9338 -1.0354 -2.5133  0.039
Cl7 1.6956 2.2512 3.6909  0.697
C14 1.3103 -2.3437 -0.8902  -0.031
Cl8 -7.6392 -1.0491 2.5838  0.488
H16 1.1541 1.8257 1.4992  0.058
Cl9 -5.4997 0.8037 -4.7930  0.504
H17 0.2462 -4.2013 -0.8094  0.127
H18 4.0803 -3.8902 -0.5140  0.064
H19 2.1974 5.4783 8.0640  0.021
C15 -5.7925 1.9939 -3.5175  -1.036
Cl10 -9.6033 1.1019 2.8212  0.508
C16 1.4125 1.8714 5.3995  -0.957
H20 7.9297 -0.3111 -0.8293  0.074
Cl11 -5.0742 -5.3188 -0.4416  0.497
C17 8.6521 0.4006 -6.8218  -1.045
H21 -2.5898 0.3410 3.0047  0.027
C18 3.3370 1.5242 1.7150  -0.127
O2 -0.3400 0.7255 -0.4723  0.138
Cl12 -3.8464 -4.7443 6.5150  0.502
C19 -9.2139 -0.4440 2.0595  -1.024
Cl13 0.9137 6.8423 9.4867  0.509
Cl14 10.0266 1.2800 -7.4997  0.508
H22 -6.3890 -3.4884 -1.1097  -0.054
Cl15 2.7766 2.3627 6.4086  0.512
H23 3.4997 2.3174 2.4219  0.038
H24 -9.1928 -0.3081 0.9833  0.008
N1 -0.9976 -2.1288 -0.1567  0.129
H25 1.3925 -4.1535 -2.1420  0.136
Cl16 -6.6620 -0.9048 -0.9033  0.550
H26 -5.6876 -4.3514 -2.4975  0.022
H27 3.4153 -4.8186 -1.8697  0.096
H28 -4.8809 -0.7154 0.6254  -0.004
O3 2.1338 -4.5163 -0.2144  -0.155
H29 8.2783 -0.2942 -7.5656  0.026
H30 -5.8271 7.4995 -4.5703  0.025
H31 5.3885 0.9024 1.6757  0.119
C20 5.4811 -1.1405 -0.0258  -0.181
Cl17 -4.1298 -1.3866 3.4375  0.531
H32 6.3024 -0.8015 0.6224  0.105
Cl18 -6.7189 3.3733 -4.1213  0.526
C21 -3.5948 0.3016 3.4110  -1.003
Cl19 9.1172 -0.5051 -5.3749  0.502
H33 -3.9895 -2.4874 5.8652  -0.043
H34 -6.3516 1.5209 -2.7169  -0.015
C22 -3.3135 -3.0587 6.4903  -1.058
C23 2.6306 -1.6254 -1.1535  -0.269
Cl20 -3.5650 7.3391 -3.9426  0.497
H35 -5.1919 5.8493 -4.7568  -0.022
C24 1.8874 0.2423 0.2916  -0.079
Cl21 0.0822 4.4512 8.0248  0.499
Cl22 -3.5845 1.0010 5.0323  0.525
C25 0.5107 -0.0932 -0.2418  -0.263
H36 -4.4921 0.0033 -0.9525  -0.022
C26 -4.9847 6.9030 -4.9020  -1.037
C27 4.2505 -0.3227 0.3455  -0.218

***

The following is a quantum chemistry calculation of a molecular structure, C27H36ClOOsSSbSe, from OMol25.

multiplicity = 5
ΔE to the lowest compared entry with this formula, charge and spin = 18.7 kJ/mol
gap between HOMO and LUMO (spin up / spin down) = 0.2671 / 0.2192 Ha
net charge = +2
<S²> = 6.0284

Last column: natural (NBO) charge in e.
CARTESIAN COORDINATES (ANGSTROEM)
C1 -4.4745 -2.9026 0.4053  -0.182
C2 5.5342 3.8269 -0.1994  0.062
H1 -2.3887 -3.3856 -1.8456  0.236
C3 -0.3391 1.9681 -1.0246  -0.600
H2 -0.2587 2.2986 1.7116  0.235
H3 -1.4751 -2.2597 -3.8832  0.252
H4 2.6707 3.1529 1.4965  0.222
H5 4.0307 5.0473 0.7243  0.235
H6 5.9414 5.9309 -0.3388  0.231
H7 -0.7608 -1.7019 3.2442  0.209
H8 2.7796 -1.3811 -4.3342  0.259
C4 2.6057 -1.1294 -3.2912  -0.968
H9 -2.2274 -1.6386 -1.6688  0.195
H10 -0.0006 -2.5819 -4.8217  0.257
C5 -3.3115 0.8549 1.8177  0.010
C6 3.9977 1.6758 0.6482  -0.256
H11 -0.6923 2.1968 -2.0247  0.238
H12 -1.9920 1.6102 3.3299  0.254
C7 -2.1954 -2.4892 0.9752  -0.150
H13 6.4932 4.9792 -1.7216  0.243
Cl1 -4.5393 0.4629 2.9469  0.096
H14 -6.2607 -4.4029 2.5600  0.245
C8 -3.5180 0.6080 0.4600  -0.163
H15 0.8023 1.6525 -4.2719  0.252
H16 -3.8055 -2.3595 -2.0315  0.238
H17 2.5816 1.5082 3.1848  0.248
H18 0.4644 2.6213 -0.6925  0.245
C9 3.0309 0.5402 2.9832  -0.794
O1 1.6406 0.4701 0.7960  -1.032
H19 6.8477 2.3450 -1.0225  0.238
H20 4.0502 0.5078 3.3640  0.270
C10 -1.4393 -2.5392 3.4186  -0.643
H21 -1.9233 -2.3809 4.3798  0.240
H22 -5.2513 -2.9923 -0.3416  0.216
C11 -2.4737 -2.6668 2.3406  -0.037
H23 -2.7288 0.8506 -1.5093  0.236
H24 -4.4358 0.1429 0.1320  0.249
C12 -0.4016 -2.4158 -3.8239  -0.965
C13 -2.8859 -2.4911 -1.4668  -0.645
Sb1 0.5504 -0.7088 -3.0347  1.256
H25 -0.8719 1.0872 -4.4549  0.251
Os1 0.1369 -0.0363 -0.5204  0.849
H26 -0.1898 -3.2757 -3.1926  0.254
C14 -3.1800 -2.6174 -0.0072  -0.055
H27 7.3749 4.9117 -0.2035  0.247
H28 3.1932 -0.2538 -3.0256  0.247
C15 -4.7963 -3.0783 1.7466  0.052
H29 -6.8952 -3.2926 1.3448  0.227
C16 0.1726 0.7886 -4.4712  -0.976
H30 -0.8379 -3.4466 3.4966  0.242
C17 -6.1964 -3.3846 2.1734  -0.645
C18 -2.1295 1.4404 2.2725  -0.231
C19 -2.5499 0.9903 -0.4471  -0.186
H31 -4.0200 -3.0736 3.7435  0.227
S1 3.1228 0.2644 1.2201  1.272
C20 6.3777 4.9807 -0.6375  -0.647
C21 -3.7809 -2.9610 2.6936  -0.209
C22 4.3425 4.0359 0.5018  -0.192
H32 2.4447 -0.2665 3.4169  0.261
C23 5.9281 2.5207 -0.4811  -0.208
H33 -6.5158 -2.7121 2.9695  0.234
Se1 -0.3665 -2.1855 0.5018  0.228
C24 5.1633 1.4414 -0.0737  -0.186
C25 -1.3638 1.6556 -0.0285  -0.181
H34 0.4126 0.3829 -5.4510  0.260
C26 3.5764 2.9735 0.9350  -0.212
C27 -1.1661 1.8241 1.3648  -0.145
H35 5.4803 0.4317 -0.2950  0.234
H36 2.8921 -1.9689 -2.6618  0.252

***

The following is a quantum chemistry calculation of 2 unconnected molecules or ions with the total composition C27H36N3O2, from OMol25.

ΔE to the lowest compared entry with this formula, charge and spin = 149.0 kJ/mol
gap between HOMO and LUMO = 0.2072 Ha
net charge = +1

Last column: natural (NBO) charge in e.
CARTESIAN COORDINATES (ANGSTROEM)
H1 -0.6314 -3.4445 -1.1263  0.228
H2 2.6207 -1.1206 -6.1342  0.213
C1 -1.8091 -3.9037 3.9154  -0.214
C2 -2.8608 -1.4993 6.4584  -0.253
H3 0.2226 0.1606 -4.9492  0.199
C3 -0.5092 -4.1128 -5.1233  -0.612
O1 -2.5908 -2.7440 5.8639  -0.481
H4 0.1007 -0.6745 -0.2944  0.230
C4 0.2245 1.7533 1.5678  -0.202
H5 2.7642 -2.8238 -5.7300  0.212
H6 4.2549 1.6683 1.3527  0.226
C5 1.6277 3.5614 1.3724  0.092
H7 4.2044 3.2781 0.6250  0.233
C6 -0.8640 -0.4905 1.6875  -0.132
O2 -1.1710 6.4415 2.5803  -0.481
H8 -0.4819 -0.3573 -3.4321  0.140
C7 -2.0952 -2.6742 4.5527  0.320
C8 -0.2143 5.4974 2.1754  0.317
C9 3.7313 2.2996 0.6378  -0.412
C10 -0.3212 -1.1430 0.5760  0.055
C11 0.3173 3.1876 1.7221  0.019
H9 3.0341 5.1717 1.1829  0.226
C12 -0.1578 -3.1417 -4.0158  -0.214
C13 2.8506 -1.8146 -5.3230  -0.609
N1 -0.4417 -2.4988 0.7340  -0.292
C14 -1.8591 -1.4867 3.8714  -0.317
H10 0.3835 -4.4168 -5.6742  0.214
C15 -0.7103 7.7694 2.5874  -0.254
C16 -1.3388 -1.5311 2.5751  0.013
H11 -1.5505 -1.0789 -6.2227  0.219
H12 -2.2661 0.1315 -5.1546  0.219
H13 -1.0483 -2.8734 -3.4381  0.171
N2 0.4810 -1.8751 -4.5327  -0.471
H14 1.9915 -0.5940 -3.7675  0.175
H15 3.8945 -1.6596 -5.0363  0.205
H16 -1.6076 1.3189 2.5894  0.226
H17 -1.6057 3.8938 2.3788  0.229
C17 -1.0506 -2.7657 1.9698  0.094
H18 -0.1424 -4.5100 0.1940  0.230
H19 1.4138 6.8784 1.8692  0.238
C18 2.0237 4.9002 1.4352  -0.192
H20 -2.3007 -1.5716 -4.7131  0.202
C19 -0.8424 0.9092 1.9532  0.057
H21 -0.3968 8.0574 1.5847  0.177
H22 -1.9852 -4.8080 4.4704  0.241
H23 -1.9408 -0.9251 6.5612  0.173
H24 2.1783 -2.2664 -3.3196  0.169
C20 -0.0244 -3.5137 -0.2265  -0.411
H25 -3.2825 -1.6693 7.4482  0.213
H26 -3.5834 -0.9495 5.8574  0.175
H27 1.7776 0.3052 0.9656  0.230
H28 -1.5234 8.4196 2.9060  0.214
C21 -0.3517 -0.6470 -4.4811  -0.199
C22 1.4757 1.3242 1.1164  0.119
H29 1.0204 -3.3661 -0.4896  0.219
H30 -1.1926 -3.6608 -5.8452  0.215
C23 1.9052 -1.6151 -4.1569  -0.206
H31 -1.0403 -4.9021 2.1899  0.227
N3 2.3202 2.3956 1.0048  -0.281
C24 1.1116 5.8457 1.8271  -0.274
C25 -0.6003 4.1624 2.1215  -0.243
C26 -1.6887 -0.7964 -5.1773  -0.621
H32 0.5224 -3.6142 -3.3005  0.176
H33 3.8215 1.8550 -0.3505  0.225
H34 -2.0311 -0.5364 4.3373  0.224
H35 -0.9866 -5.0181 -4.7363  0.207
C27 -1.2941 -3.9619 2.6469  -0.213
H36 0.1194 7.8704 3.2859  0.177